1.
The following is a quantum chemistry calculation of a molecular structure, C9H7N2O5RuS at a distorted geometry, from the Open Molecules 2025 dataset.

The spin multiplicity is 5. The calculation puts the calculated total energy at -1324.547876 Ha. The HOMO-LUMO gap (spin up / spin down) is 5.9 / 3.7 eV. As for the total charge: +3. Its expectation value of S² is 6.024. The calculation puts the HOMO energy (spin up / spin down) at -17.74 / -20.41 eV.

Last column: Mulliken spin population.
Geometry (Å):
O: -6.383 1.256 -3.112  0.0000
C: -5.596 1.318 -2.314  0.0034
Ru: -1.313 0.368 -0.494  1.6976
O: -3.808 1.949 0.325  0.1261
C: -2.845 1.352 0.035  -0.0591
C: -0.081 -0.711 -1.472  0.0442
O: 0.654 -1.374 -2.085  0.1253
C: -0.744 1.863 -1.518  0.0074
O: -0.424 2.773 -2.181  0.0552
C: -2.173 -1.225 0.094  0.0428
O: -2.726 -2.200 0.414  0.0499
H: -2.257 0.084 -1.874  0.0792
C: 2.955 1.242 0.605  0.0021
N: 2.333 -0.092 0.973  0.0869
C: 2.983 -1.350 0.983  0.2877
C: 2.106 -2.254 1.371  0.3164
N: 0.877 -1.593 1.612  0.0281
C: 1.057 -0.265 1.365  0.1314
S: -0.121 0.955 1.559  0.9746
H: 2.420 1.656 -0.242  0.0003
H: 2.890 1.903 1.459  -0.0001
H: 3.997 1.074 0.342  0.0005
H: 3.998 -1.427 0.708  -0.0019
H: 2.199 -3.283 1.505  0.0053
H: 0.003 -2.020 1.942  -0.0033

2.
The following is a quantum chemistry calculation of a molecular structure, C9H7N2O5Zr at a distorted geometry, from the Open Molecules 2025 dataset.

The spin multiplicity is 1. The calculation puts the calculated total energy at -878.176932 Ha. The HOMO-LUMO gap (spin up / spin down) is 3.3 / 3.3 eV. As for the total charge: +3. Its energy relative to the best compared isomer or geometry (same formula, charge and spin) is 1382.2 kJ/mol. The calculation puts the HOMO energy (spin up / spin down) at -20.81 / -20.81 eV.

Last column: Löwdin charge in e.
Geometry (Å):
O: 5.845 3.304 -0.582  0.0775
C: 4.741 3.047 -0.531  0.0011
Zr: 1.172 0.075 0.264  1.2147
O: 1.488 2.949 -0.520  0.3333
C: 1.332 1.852 -0.221  -0.2043
C: 1.451 -1.685 0.756  -0.1947
O: 1.680 -2.768 1.060  0.3625
C: 1.346 0.571 2.036  -0.1891
O: 1.510 0.878 3.130  0.3687
C: 1.439 -0.404 -1.502  -0.2043
O: 1.660 -0.697 -2.590  0.3609
H: 2.748 0.135 0.288  0.0202
C: -1.535 -1.960 -1.272  0.0710
C: -1.902 -0.844 -0.349  -0.2474
N: -1.039 -0.018 0.287  -0.0190
C: -1.807 0.816 1.013  -0.0166
C: -3.129 0.491 0.806  0.0973
N: -3.181 -0.546 -0.049  0.2258
H: -1.953 -2.910 -0.882  0.1482
H: -1.965 -1.761 -2.276  0.1465
H: -0.444 -2.082 -1.364  0.0672
H: -1.428 1.605 1.649  0.1523
H: -3.991 0.972 1.249  0.1813
H: -4.041 -1.023 -0.400  0.2467

3.
The following is a quantum chemistry calculation of a molecular structure, C9H7NO at a distorted geometry, from the Open Molecules 2025 dataset.

The spin multiplicity is 1. The calculation puts the calculated total energy at -476.970119 Ha. The HOMO-LUMO gap is 9.4 eV. As for the total charge: 0. Its energy relative to the best compared isomer or geometry (same formula, charge and spin) is 497.0 kJ/mol. The calculation puts the HOMO energy at -8.49 eV.

Last column: Löwdin charge in e.
Geometry (Å):
C: 1.526 -2.677 1.578  -0.3320
C: 0.742 -1.547 0.897  -0.2134
C: -0.543 -1.423 0.526  -0.0155
C: -0.705 -0.123 -0.110  -0.1791
C: -1.870 0.569 -0.669  -0.0810
C: -1.627 1.699 -1.196  -0.1970
C: -0.339 2.273 -1.254  -0.1321
C: 0.700 1.699 -0.705  -0.0820
C: 0.555 0.473 -0.102  -0.2138
H: 1.441 -2.459 2.886  0.1691
H: -1.651 -2.028 0.834  0.1948
H: -3.015 -0.144 -0.799  0.2038
H: -2.520 2.311 -1.507  0.1229
H: -0.548 3.331 -1.742  0.1488
H: 1.848 2.256 -0.720  0.1834
H: 2.410 -0.367 0.473  0.0661
N: 1.510 -0.383 0.529  0.1703
O: 2.087 -3.460 1.083  0.1866

4.
The following is a quantum chemistry calculation of a single C9H7NO molecule at a distorted geometry, from the Open Molecules 2025 dataset.

The spin multiplicity is 1. The calculation puts the calculated total energy at -476.983369 Ha. The HOMO-LUMO gap (spin up / spin down) is 7.2 / 7.2 eV. As for the total charge: 0. Its energy relative to the best compared isomer or geometry (same formula, charge and spin) is 462.2 kJ/mol. The calculation puts the HOMO energy (spin up / spin down) at -8.66 / -7.56 eV.

Last column: Löwdin charge in e.
Geometry (Å):
C: -2.190 0.209 -0.454  -0.0987
C: -2.290 1.564 -0.062  -0.0921
C: -1.045 -0.524 -0.348  -0.0606
C: -1.158 2.223 0.335  -0.0244
C: 0.184 0.103 -0.037  -0.0953
C: 0.155 1.524 0.197  -0.3750
C: 2.591 -0.308 -0.247  -0.1448
C: 1.416 -0.781 0.032  -0.2090
C: 1.438 -2.257 0.365  -0.0311
N: 1.130 2.354 0.326  0.2379
O: 3.602 0.195 -0.570  0.1931
H: -3.100 -0.334 -0.688  0.1042
H: -3.272 2.005 0.186  0.1138
H: -1.000 -1.528 -0.870  0.1420
H: -0.986 3.302 0.503  0.1137
H: 0.501 -2.566 0.757  0.0741
H: 2.254 -2.440 1.065  0.0919
H: 1.768 -2.739 -0.490  0.0603

5.
The following is a quantum chemistry calculation of a single C9H7NO molecule at a distorted geometry, from the Open Molecules 2025 dataset.

The spin multiplicity is 1. Its structure (SMILES) is c1ccc(-c2ncco2)cc1. The calculation puts the calculated total energy at -477.037380 Ha. The HOMO-LUMO gap is 9.7 eV. As for the total charge: 0. Its energy relative to the best compared isomer or geometry (same formula, charge and spin) is 320.4 kJ/mol. The calculation puts the HOMO energy at -8.83 eV.

Last column: Löwdin charge in e.
Geometry (Å):
C: 3.036 0.005 0.060  -0.0830
C: 2.371 1.137 0.388  -0.0235
C: 0.882 1.208 0.354  0.0487
C: 0.244 0.034 -0.027  -0.2320
C: -1.199 0.009 -0.093  -0.2805
N: -1.995 0.913 -0.731  0.1063
C: -3.330 0.530 -0.434  -0.1104
C: -3.277 -0.528 0.496  -0.0631
O: -1.917 -0.899 0.719  0.0170
C: 0.955 -1.130 -0.303  -0.0450
C: 2.332 -1.132 -0.352  -0.0838
H: 4.095 -0.021 -0.002  0.0983
H: 2.698 1.870 0.709  -0.0320
H: 0.107 2.153 0.463  0.1734
H: -4.279 1.045 -0.818  0.1230
H: -3.964 -1.179 0.997  0.0984
H: 0.276 -2.001 -0.725  0.1599
H: 2.965 -2.014 -0.699  0.1285

6.
The following is a quantum chemistry calculation of a molecular structure, C9H7NO2 at a distorted geometry, from the Open Molecules 2025 dataset.

The spin multiplicity is 1. The calculation puts the calculated total energy at -552.234713 Ha. The HOMO-LUMO gap is 10.5 eV. As for the total charge: 0. Its energy relative to the best compared isomer or geometry (same formula, charge and spin) is 505.4 kJ/mol. The calculation puts the HOMO energy at -9.92 eV.

Last column: Löwdin charge in e.
Geometry (Å):
C: -3.594 0.024 -0.078  -0.5467
C: -2.198 0.103 -0.803  0.0124
C: -1.241 -0.004 0.306  -0.2096
C: 0.237 -0.002 0.211  -0.1511
C: 0.994 1.138 0.245  -0.1223
C: 2.251 1.173 0.112  -0.1345
C: 2.972 -0.038 -0.032  -0.1309
C: 2.353 -1.173 0.039  -0.1242
C: 0.917 -1.216 0.070  0.0379
H: -2.242 -0.620 -1.526  0.1077
H: -1.875 0.941 -1.350  0.1231
H: 0.548 2.123 0.463  0.1398
H: 2.883 2.215 0.327  0.1749
H: 4.344 -0.153 0.136  0.2051
H: 2.907 -2.114 -0.154  0.1196
H: 0.561 -2.106 -0.022  0.0532
N: -1.890 -0.172 1.445  0.1958
O: -4.612 0.024 -0.574  0.1979
O: -3.316 -0.142 1.184  0.0520

7.
The following is a quantum chemistry calculation of 3 unconnected molecules or ions with the total composition C9H7NO2 at a distorted geometry, from the Open Molecules 2025 dataset.

The spin multiplicity is 1. The calculation puts the calculated total energy at -552.090961 Ha. The HOMO-LUMO gap is 7.4 eV. As for the total charge: 0. Its energy relative to the best compared isomer or geometry (same formula, charge and spin) is 882.8 kJ/mol. The calculation puts the HOMO energy at -8.26 eV.

Last column: Löwdin charge in e.
Geometry (Å):
C: 0.268 0.075 -1.931  -0.4421
C: -0.081 -0.976 -1.228  -0.0077
C: -0.076 -0.945 0.223  -0.0750
C: -0.981 -1.875 1.185  -0.0249
C: -0.937 -1.798 2.517  -0.1466
C: -0.169 -0.725 3.217  -0.0790
C: 0.186 0.259 2.297  -0.0092
C: 0.249 0.255 0.784  -0.2765
C: 0.391 1.408 -1.282  -0.2221
H: -0.247 1.233 -4.015  0.2822
H: 1.172 -0.978 -3.525  0.2756
H: -0.044 -1.794 -1.932  0.1199
H: -1.767 -2.497 0.570  0.1375
H: -1.475 -2.430 3.255  0.1035
H: -0.073 -0.438 4.340  0.1331
H: 0.657 1.013 3.020  0.1177
N: 0.067 0.074 -3.292  -0.0095
O: 0.630 1.263 0.107  0.1306
O: 0.396 2.650 -1.776  -0.0073

8.
The following is a quantum chemistry calculation of a molecular structure, C9H8Cl2FNSn at a distorted geometry, from the Open Molecules 2025 dataset.

The spin multiplicity is 1. The calculation puts the calculated total energy at -1636.867443 Ha. The HOMO-LUMO gap (spin up / spin down) is 6.8 / 6.8 eV. As for the total charge: 0. The calculation puts the HOMO energy (spin up / spin down) at -7.10 / -7.10 eV.

Last column: Löwdin charge in e.
Geometry (Å):
Sn: -0.213 0.855 0.372  0.9627
Cl: -1.621 4.040 1.844  0.5987
C: -2.634 3.400 0.619  -0.9573
Cl: -1.799 2.538 -0.791  0.5369
H: -3.297 4.234 0.271  0.0544
H: -3.281 2.599 1.176  0.0606
N: 2.313 2.935 0.550  0.0313
C: 1.401 2.216 0.390  -0.3939
C: -1.590 0.442 1.937  -0.3205
H: -2.026 1.217 2.577  -0.1047
H: -1.762 -0.611 2.140  -0.1020
F: 2.371 -4.385 -1.118  0.0346
C: 1.797 -3.140 -1.094  -0.2077
C: 2.619 -1.959 -1.155  0.0004
C: 1.980 -0.758 -1.012  -0.1381
C: 0.587 -0.699 -0.819  -0.3267
C: -0.165 -1.874 -0.928  -0.1586
C: 0.386 -3.106 -0.978  -0.0170
H: 3.691 -2.125 -1.154  0.1202
H: 2.626 0.102 -0.984  0.0909
H: -1.221 -1.843 -0.755  0.0949
H: -0.161 -4.077 -1.085  0.1406

9.
The following is a quantum chemistry calculation of a molecular structure, C9H8Cl2LiO2 at a distorted geometry, from the Open Molecules 2025 dataset.

The spin multiplicity is 1. The calculation puts the calculated total energy at -1425.632513 Ha. The HOMO-LUMO gap is 7.8 eV. As for the total charge: +1. The calculation puts the HOMO energy at -12.66 eV.

Last column: Löwdin charge in e.
Geometry (Å):
C: -1.364 0.294 -3.230  -0.1641
C: -0.659 0.916 -1.845  -0.6662
Cl: 0.847 1.951 -2.237  0.5656
C: -0.258 -0.404 -0.939  -0.5739
Cl: 0.753 -1.643 -1.923  0.5387
C: 0.375 -0.052 0.533  -0.1049
C: -0.007 1.196 1.309  0.0817
C: 0.654 1.417 2.832  -0.1999
O: 1.119 2.586 3.277  0.0044
C: 0.725 -0.015 3.698  0.0263
C: 1.119 -1.271 2.941  0.0239
C: 1.486 -1.020 1.328  -0.1995
O: 2.597 -1.504 0.771  -0.0263
H: -2.058 -0.638 -2.962  0.0701
H: -2.044 1.091 -3.760  0.1044
H: -0.483 -0.062 -3.950  0.0799
H: -1.518 1.533 -1.302  0.1350
H: -1.292 -0.962 -0.725  0.1305
H: -0.761 1.997 0.884  0.1305
H: 0.435 -0.075 4.844  0.1322
H: 1.164 -2.340 3.429  0.1279
Li: -0.832 -2.996 -2.972  0.7837

10.
The following is a quantum chemistry calculation of a single C9H8Cl2N2 molecule at a distorted geometry, from the Open Molecules 2025 dataset.

The spin multiplicity is 3. The calculation puts the calculated total energy at -1377.506307 Ha. The HOMO-LUMO gap (spin up / spin down) is 7.1 / 6.8 eV. As for the total charge: 0. Its expectation value of S² is 2.038. The calculation puts the HOMO energy (spin up / spin down) at -6.37 / -9.00 eV.

Last column: Mulliken spin population.
Geometry (Å):
C: 2.654 0.934 -1.768  0.2304
C: 3.061 1.295 -0.485  -0.0232
C: 1.447 0.338 -1.906  0.0726
C: 2.206 1.141 0.574  0.2254
C: 0.512 0.244 -0.824  0.1057
C: 0.821 0.827 0.469  -0.0105
C: -0.651 -0.581 -0.955  0.5056
C: -2.615 -1.085 0.313  0.2427
C: -3.112 -1.255 1.723  -0.0091
N: -1.409 -0.825 0.123  -0.0576
N: -0.026 0.834 1.423  0.5564
Cl: -1.061 -1.399 -2.391  0.0702
Cl: -3.914 -1.175 -0.804  0.0392
H: 3.414 0.943 -2.627  0.0077
H: 4.064 1.462 -0.283  0.0063
H: 1.262 -0.178 -2.746  0.0219
H: 2.594 1.278 1.611  0.0023
H: -2.938 -0.420 2.348  0.0168
H: -2.515 -1.933 2.278  0.0153
H: -4.136 -1.436 1.630  0.0009
H: 0.342 0.991 2.298  -0.0190

11.
The following is a quantum chemistry calculation of 2 unconnected molecules or ions with the total composition C9H8ClFINS at a distorted geometry, from the Open Molecules 2025 dataset.

The spin multiplicity is 1. Its structure (SMILES) is Cn1cc(S)c2c(Cl)cc(F)cc21.I. The calculation puts the calculated total energy at -1658.411696 Ha. The HOMO-LUMO gap is 8.2 eV. As for the total charge: 0. Its energy relative to the best compared isomer or geometry (same formula, charge and spin) is 2.7 kJ/mol. The calculation puts the HOMO energy at -7.74 eV.

Last column: Löwdin charge in e.
Geometry (Å):
C: 0.746 -2.450 -0.026  -0.0310
N: 0.344 -1.327 0.711  -0.1325
C: 0.804 -0.895 1.919  -0.0886
C: 0.396 0.400 2.210  -0.5766
S: 0.780 1.194 3.729  0.7676
C: -0.358 0.801 1.071  -0.1667
C: -1.092 1.888 0.507  -0.5422
Cl: -1.029 3.468 1.271  0.6686
C: -1.783 1.852 -0.695  -0.0717
C: -1.759 0.739 -1.439  -0.3041
F: -2.374 0.808 -2.664  0.0453
C: -1.068 -0.381 -1.110  0.0574
C: -0.369 -0.319 0.129  -0.1344
H: 1.057 -3.195 0.785  0.1246
H: -0.065 -2.699 -0.639  0.0613
H: 1.665 -2.346 -0.671  0.1078
H: 1.265 -1.518 2.617  0.1080
H: 0.070 2.373 3.462  -0.1334
H: -2.198 2.721 -1.181  0.1241
H: -1.347 -1.246 -1.663  0.1158
I: 2.560 0.090 -3.680  0.4175
H: 3.758 0.041 -4.642  -0.4168

12.
The following is a quantum chemistry calculation of 2 unconnected molecules or ions with the total composition C9H8ClN at a distorted geometry, from the Open Molecules 2025 dataset.

The spin multiplicity is 1. The calculation puts the calculated total energy at -862.464708 Ha. The HOMO-LUMO gap (spin up / spin down) is 7.4 / 7.4 eV. As for the total charge: 0. Its energy relative to the best compared isomer or geometry (same formula, charge and spin) is 493.3 kJ/mol. The calculation puts the HOMO energy (spin up / spin down) at -9.05 / -9.05 eV.

Last column: Löwdin charge in e.
Geometry (Å):
C: -2.646 -2.462 -1.542  -0.1178
C: -2.112 -1.623 -0.830  -0.0802
C: 1.729 0.805 -1.697  -0.0771
C: 2.667 0.774 -0.633  -0.0272
C: 0.438 0.740 -1.406  -0.0262
C: 2.194 0.470 0.657  -0.1152
C: 0.010 0.526 -0.034  -0.3727
C: -1.692 0.284 1.814  -0.0793
C: -1.373 0.492 0.315  -0.6010
N: 0.907 0.236 0.854  0.1108
Cl: -2.451 1.586 -0.459  0.7498
H: -3.010 -3.277 -2.119  -0.0262
H: 2.097 0.821 -2.674  0.0939
H: 3.714 1.199 -0.751  0.1269
H: -0.487 0.753 -2.086  0.1272
H: 2.871 0.437 1.520  0.1129
H: -0.963 -0.285 2.271  0.0476
H: -1.653 1.345 2.220  0.1189
H: -2.612 -0.108 1.922  0.0350